(1)
DFT (ωB97M-V/def2-TZVPD) results for 2 unconnected molecules or ions with the total composition C2H8NO2 in a non-equilibrium geometry.

Each line ends with the natural charge from an NBO analysis.
Cartesian coordinates (Å):
C -0.05017 -1.66614 -0.40827  -0.313
H 1.41302 -0.24501 -1.04063  0.441
H 0.09819 3.50438 1.16008  0.490
H -0.87772 -1.79556 -1.10625  0.256
H -0.43639 -2.33373 1.72960  0.171
H -0.06011 3.55334 -0.31863  0.479
H 0.41636 0.39604 0.04466  0.481
H 0.75579 -2.37636 -0.55372  0.253
N 0.42218 -0.19871 -0.79703  -0.690
C -0.56882 -1.49927 1.03645  0.410
O -0.94584 -0.42766 1.40389  -0.465
H -0.14376 0.17167 -1.55380  0.451
O -0.02271 2.91701 0.40365  -0.966

The HOMO-LUMO gap is 11.16 eV. The calculation puts the energy above the lowest of the compared OMol25 structures with the same formula, charge and spin at 151.34 kJ/mol. The net charge is +1. The calculated total energy is -7781.3900 eV. The highest occupied orbital energy is -15.22 eV.

(2)
DFT (ωB97M-V/def2-TZVPD) results for 2 unconnected molecules or ions with the total composition C2H8NO2PS in a non-equilibrium geometry.

Each line ends with the natural charge from an NBO analysis.
Cartesian coordinates (Å):
N -1.72513 -0.02879 0.08149  -0.435
H 0.36774 -0.49129 0.44543  0.525
H 4.13718 -0.81754 -0.51922  0.482
P 2.53000 -0.44636 0.91722  1.212
H -0.71252 0.21839 -1.75140  0.224
C -1.68196 -0.33792 -1.30774  -0.440
H -2.51387 -0.12819 -1.85096  0.176
S 3.47347 1.41874 1.04496  -0.394
H -1.51458 -1.40220 -1.43082  0.212
C -2.74400 0.35800 0.67379  -0.033
H -3.71390 0.57827 0.11619  0.130
H -2.80237 0.44073 1.78250  0.177
O 3.21334 -1.03020 -0.48881  -0.986
H 2.51663 1.69835 2.11434  0.169
O 1.16997 -0.03000 0.17303  -1.019

The HOMO-LUMO gap is 9.45 eV. The calculation puts the energy above the lowest of the compared OMol25 structures with the same formula, charge and spin at 307.77 kJ/mol. The calculated total energy is -27912.6785 eV. The highest occupied orbital energy is -8.71 eV. As for the SMILES: OP(O)S.C=NC.

(3)
DFT (ωB97M-V/def2-TZVPD) results for 2 unconnected molecules or ions with the total composition C2H8NO2S in a non-equilibrium geometry.

Each line ends with the natural charge from an NBO analysis.
Cartesian coordinates (Å):
H 2.80212 0.00407 0.63569  0.549
H -1.06472 0.91969 -0.64679  0.276
C -1.28534 -0.23507 -0.55246  0.344
O 2.27414 0.83054 0.34397  -0.463
N -1.03935 -1.00726 -1.56962  -0.648
S 3.01959 2.10977 1.21931  0.345
H -2.60543 -0.37373 1.27992  0.294
C -1.71395 -0.73431 0.75503  -0.711
H -0.79458 -0.45350 1.28864  0.318
H -1.15229 -2.01749 -1.59458  0.433
O 0.83101 0.36331 0.53496  -0.560
H -1.79899 -1.89939 0.58093  0.224
H -0.57770 -0.58928 -2.37894  0.434
H 3.10550 3.08263 0.10395  0.167

The HOMO-LUMO gap is 9.52 eV. The calculation puts the energy above the lowest of the compared OMol25 structures with the same formula, charge and spin at 582.57 kJ/mol. The net charge is +1. The calculated total energy is -18611.1180 eV. The highest occupied orbital energy is -13.75 eV.

(4)
DFT (ωB97M-V/def2-TZVPD) results for 2 unconnected molecules or ions with the total composition C2H8NO3PS in a non-equilibrium geometry.

Each line ends with the natural charge from an NBO analysis.
Cartesian coordinates (Å):
H -0.10435 1.48303 2.87857  0.175
P -0.71889 -0.80585 -1.79725  1.245
H -3.44061 -0.16685 -1.24459  0.165
H 1.70617 -2.48843 1.61756  0.209
N 0.72439 -0.76355 1.62581  -0.125
O 0.58437 0.23686 -1.62228  -0.996
O -0.66249 -0.77868 -3.42361  -0.999
O 0.74280 0.60448 1.24828  -0.441
H -1.12300 0.85575 1.61850  0.196
S -2.31892 0.60379 -1.55068  -0.423
C 1.67099 -1.52502 1.20346  -0.140
H 0.57785 0.32941 -0.68456  0.493
H 2.50701 -1.06097 0.55546  0.184
H -0.09860 2.42809 1.44386  0.208
C -0.20940 1.44330 1.80878  -0.250
H 0.16268 -0.39535 -3.67732  0.499

The HOMO-LUMO gap is 9.82 eV. The calculation puts the energy above the lowest of the compared OMol25 structures with the same formula, charge and spin at 333.34 kJ/mol. The calculated total energy is -29958.7132 eV. The highest occupied orbital energy is -8.98 eV. As for the SMILES: OP(O)S.C=NOC.

(5)
DFT (ωB97M-V/def2-TZVPD) results for a molecular structure, C2H8NO3PS in a non-equilibrium geometry.

Each line ends with the natural charge from an NBO analysis.
Cartesian coordinates (Å):
H 3.52253 0.63226 1.66101  0.389
N 2.87887 -0.11513 1.33877  -1.227
H 0.01936 0.32431 -1.70691  0.261
C -2.00263 -0.97957 0.81096  -0.270
O 2.04199 -0.78561 -0.97504  -1.117
H -2.90208 -1.48734 1.24368  0.207
H -0.49234 1.77719 -2.30080  0.234
S -0.93354 1.37068 -0.03718  1.552
H -1.23452 -0.85308 1.61304  0.206
H -1.66371 -1.60158 -0.02201  0.183
C -0.79498 0.93372 -1.77303  -0.864
P 2.25468 0.38201 -0.19708  1.476
H 2.97484 -1.05748 1.71198  0.404
H -1.69252 0.37905 -2.29435  0.264
O -2.21643 0.34453 0.31458  -0.726
O 0.24049 0.73604 0.61238  -0.970

The HOMO-LUMO gap is 9.38 eV. The calculation puts the energy above the lowest of the compared OMol25 structures with the same formula, charge and spin at 306.97 kJ/mol. The calculated total energy is -29958.9865 eV. The highest occupied orbital energy is -8.78 eV.

(6)
DFT (ωB97M-V/def2-TZVPD) results for 2 unconnected molecules or ions with the total composition C2H8NOP in a non-equilibrium geometry.

Each line ends with the natural charge from an NBO analysis.
Cartesian coordinates (Å):
C -2.21638 -0.89212 -1.45599  -0.378
O 3.10647 2.01659 0.91192  -0.987
H 1.22648 0.90128 0.58237  -0.112
N 2.70368 -0.31188 1.97796  -1.162
H 1.95596 -0.93864 2.15079  0.389
C -2.49993 0.27086 -1.02017  -0.405
H -3.10211 -1.50214 -1.81395  0.186
H 3.64249 -0.66580 2.03683  0.383
P 2.53574 0.55189 0.50858  0.991
H -1.23731 -1.24863 -1.48321  0.188
H -1.66014 0.77372 -0.60207  0.201
H -3.60074 0.50911 -1.04053  0.208
H 4.07944 2.13936 0.60045  0.500

The HOMO-LUMO gap is 9.22 eV. The calculation puts the energy above the lowest of the compared OMol25 structures with the same formula, charge and spin at 230.28 kJ/mol. The calculated total energy is -15028.7361 eV. The highest occupied orbital energy is -8.37 eV. As for the SMILES: C=C.NPO.

Q: Among the records above, which one has the highest calculated total energy?
A: C2H8NO2